# 1
DFT (ωB97M-V/def2-TZVPD) results for 2 unconnected molecules or ions with the total composition H3O4PSi at a distorted geometry.

Values from the calculation:
- Relative energy (zero: lowest compared OMol25 entry of this formula, charge and spin): 2.377 eV
- Total charge: -2
- DFT total energy: -25404.9762 eV
- Highest occupied orbital energy (spin up / spin down): -0.42 / -0.42 eV

Each line ends with the natural charge from an NBO analysis.
Cartesian coordinates (Å):
O (0.836, -1.221, 1.743)  -1.13
O (1.090, 1.248, 1.305)  -1.14
O (2.218, -0.369, -1.484)  -1.23
O (-2.561, -1.190, -0.162)  -1.31
Si (-1.651, 0.043, -0.209)  1.22
P (0.571, -0.078, 0.771)  1.74
H (2.787, -0.312, -0.619)  0.39
H (-2.094, 1.453, 0.377)  -0.27
H (-1.196, 0.425, -1.720)  -0.27

Atomic forces in eV per Å
-0.38 0.51 -1.82
-0.59 -0.81 -1.39
0.87 0.18 3.33
-0.73 -0.66 0.58
1.30 1.82 -2.13
0.95 0.37 2.54
-1.33 -0.14 -2.46
0.30 -1.11 -0.12
-0.39 -0.15 1.46

***

# 2
DFT (ωB97M-V/def2-TZVPD) results for 2 unconnected molecules or ions with the total composition H3O4SSi at a distorted geometry.

Values from the calculation:
- Relative energy (zero: lowest compared OMol25 entry of this formula, charge and spin): 1.246 eV
- Total charge: -1
- DFT total energy: -26952.4118 eV
- Highest occupied orbital energy: -5.44 eV

Each line ends with the natural charge from an NBO analysis.
Cartesian coordinates (Å):
O (3.164, -0.134, 1.566)  -0.91
O (4.459, 0.919, -0.238)  -0.92
O (3.507, -1.276, -0.604)  -0.90
O (1.710, 1.168, -0.664)  -1.21
Si (0.567, 0.215, -0.205)  1.25
S (3.495, -0.082, 0.168)  2.48
H (-0.746, 0.565, -0.672)  -0.28
H (0.687, -1.107, -1.178)  -0.27
H (0.442, -0.054, 1.209)  -0.24

Atomic forces in eV per Å
-0.36 -0.21 -0.44
-0.68 -0.55 0.43
-0.71 -0.66 -0.14
3.05 0.04 0.71
-0.93 -2.80 -2.06
0.96 2.92 -0.65
-1.14 0.76 -0.09
-0.15 0.84 1.51
-0.05 -0.35 0.73

***

# 3
DFT (ωB97M-V/def2-TZVPD) results for 2 unconnected molecules or ions with the total composition H3O6 at a distorted geometry.

Values from the calculation:
- Relative energy (zero: lowest compared OMol25 entry of this formula, charge and spin): 0.929 eV
- Total charge: +1
- DFT total energy: -12311.1552 eV
- Highest occupied orbital energy (spin up / spin down): -16.50 / -16.50 eV

Each line ends with the natural charge from an NBO analysis.
Cartesian coordinates (Å):
O (0.329, -0.669, 1.384)  -0.28
O (-0.377, 0.884, -0.026)  -0.37
O (0.845, -0.762, -1.987)  -0.34
O (0.767, -1.879, 0.041)  0.14
O (-0.778, 0.098, 0.897)  0.07
O (0.182, -1.592, -1.046)  0.22
H (0.077, -0.978, 2.248)  0.53
H (0.060, 1.812, 0.312)  0.50
H (0.186, -0.166, -2.475)  0.53

Atomic forces in eV per Å
1.41 1.56 -1.53
2.64 4.65 -2.29
1.24 0.34 0.62
-0.13 0.74 -3.38
-1.82 -1.62 2.83
-1.01 -0.64 1.44
-0.81 -0.75 1.20
-1.46 -2.98 -0.17
-0.04 -1.29 1.28

***

# 4
DFT (ωB97M-V/def2-TZVPD) results for 2 unconnected molecules or ions with the total composition H3OPS at a distorted geometry.

Values from the calculation:
- Relative energy (zero: lowest compared OMol25 entry of this formula, charge and spin): 1.269 eV
- Total charge: 0
- DFT total energy: -22219.0680 eV
- Highest occupied orbital energy: -8.85 eV

Each line ends with the natural charge from an NBO analysis.
Cartesian coordinates (Å):
P (0.671, -1.425, 0.197)  0.45
S (1.610, 0.184, -0.317)  -0.38
H (1.379, -1.594, 1.456)  -0.08
O (-1.390, 0.675, -0.576)  -0.95
H (-1.430, 0.907, 0.325)  0.47
H (-0.839, 1.252, -1.085)  0.48

Atomic forces in eV per Å
0.74 0.45 0.43
0.11 -0.26 -0.12
-0.38 -0.31 -0.28
-1.24 -1.38 -1.50
0.22 0.89 1.37
0.54 0.60 0.10